A molecular structure, C34H23Br4N4O8S3Ta. Source: the Open Molecules 2025 dataset; level of theory: the ωB97M-V functional and the def2-TZVPD basis.

Element x y z (Å)
1 C -3.2560 -2.2387 -1.4625
2 C -1.8068 2.2191 -2.4223
3 C 4.6982 2.5312 3.7551
4 C -4.0701 -4.4522 -2.0057
5 C -0.3545 1.8782 -2.1322
6 H 0.0280 2.6173 -1.4248
7 O -2.1019 3.0431 -3.2720
8 H 4.6412 2.6383 2.6673
9 H 3.5389 4.9124 5.1783
10 Ta -1.8903 0.0471 -0.2299
11 N -6.6011 3.2878 1.2268
12 H -2.3632 -0.1565 -6.0653
13 H 0.2684 1.8819 -3.0251
14 N -3.2457 5.4760 1.6418
15 C 3.3601 2.1474 4.3289
16 O 1.2276 1.0640 0.9797
17 C -3.0113 -2.6653 -0.1413
18 H 0.5082 -2.5999 0.6428
19 C -0.5476 -0.5564 -8.0487
20 O -2.6351 1.5677 -1.6649
21 H -0.1456 1.1614 5.6184
22 O -0.4241 -0.4692 1.0731
23 H 2.8275 4.5171 6.7394
24 C 0.8447 1.4310 5.2733
25 N -0.3816 0.5668 -1.4868
26 C -1.3741 -0.3749 -5.6780
27 O -2.9326 -0.9802 -1.7051
28 Br -4.7995 -5.6456 -3.2863
29 C 1.4915 2.5358 5.8047
30 H 4.4192 3.8908 6.3093
31 O -0.3776 -1.8056 -1.4574
32 S -1.5461 2.2463 1.0161
33 C -1.1863 -0.4045 -4.3069
34 H 0.9121 -0.1857 3.8878
35 Br -2.8763 -4.4478 2.0111
36 C -3.2060 4.3565 1.3763
37 C -3.2843 -3.9703 0.2268
38 H 4.7320 -1.8620 3.0618
39 C -3.1312 2.9449 1.0662
40 H 5.4679 1.7781 3.9673
41 C 1.7650 -1.1709 1.5887
42 C 3.5125 -3.2994 2.0278
43 C 0.8340 -0.0538 1.1916
44 O 1.7956 -0.7211 -1.9097
45 H 1.7634 -1.0860 -6.7145
46 C 2.3112 -3.5192 1.3699
47 H 0.2533 -1.0617 -8.5900
48 C 2.6999 1.0215 3.8030
49 S -4.2033 0.5048 0.6803
50 C 2.7501 2.8977 5.3363
51 Br -4.1770 -6.6562 -0.1752
52 H 1.0150 3.1314 6.5741
53 C -3.7857 -3.1270 -2.3788
54 Br -4.1200 -2.4696 -4.1214
55 C 3.4236 4.1170 5.9194
56 C -3.8156 -4.8731 -0.7083
57 H -0.5823 0.4797 -8.3939
58 H -1.4937 -1.0234 -8.3265
59 H 2.1297 -1.1132 -4.2537
60 H 2.0485 -4.5065 1.0121
61 C 1.4436 -2.4586 1.1682
62 C 1.4379 0.6713 4.2832
63 C 0.0843 -0.6777 -3.8150
64 S 0.3679 -0.7126 -2.0755
65 C 2.9528 -0.9610 2.2995
66 N 3.3426 0.3024 2.7990
67 H 4.3284 0.4779 2.7253
68 C -5.5554 2.8236 1.1006
69 C 3.8174 -2.0337 2.5046
70 C -0.3249 -0.6180 -6.5596
71 C 0.9362 -0.8946 -6.0394
72 C -4.2555 2.2118 0.9334
73 C 1.1513 -0.9184 -4.6692
74 H 4.2040 -4.1169 2.1945
75 H 5.0575 3.4762 4.1555
76 O -2.5150 -1.7432 0.6558
77 H -2.0139 -0.2248 -3.6297

Computed properties:
ΔE to the lowest compared entry with this formula, charge and spin   34.7 kJ/mol
E_tot   -13678.40436 Ha
LUMO   3.7 eV
E_HOMO   -2.78 eV
Total charge   -2
Gap between HOMO and LUMO   6.440 eV

Atom charges from the Mulliken analysis, given in e for atoms 1 to 8: number 1, C, carries 0.13; number 2, C, carries 0.74; number 3, C, carries -1.80; number 4, C, carries 0.20; number 5, C, carries -0.62; number 6, H, carries 0.37; number 7, O, carries -0.81; number 8, H, carries 0.36

***

A molecular structure, C34H23ClF5IrNO3SSi. Source: the Open Molecules 2025 dataset; level of theory: the ωB97M-V functional and the def2-TZVPD basis.

Element x y z (Å)
1 C 3.3632 3.5696 -0.9232
2 H -3.2479 1.0912 -1.4015
3 O 4.1810 -0.4484 -0.5023
4 C -2.0693 -6.1677 -0.3454
5 H -6.8625 -0.0717 0.5672
6 Cl 3.0966 5.2678 -1.1342
7 C 3.3902 1.6338 0.4851
8 H 4.3058 -2.1704 0.4879
9 C -0.3662 -4.9466 0.8177
10 C 3.8319 0.8630 -0.5823
11 C 4.3899 0.5688 -3.0053
12 Si -1.1046 0.2739 0.4890
13 C -2.7203 -4.9736 -0.6107
14 C -0.5937 0.5217 -1.3125
15 N 1.1574 -1.1144 4.9139
16 C -5.7836 0.0158 0.5649
17 H 5.3696 0.1219 -2.8304
18 Ir -0.2560 -1.8586 1.2319
19 H -1.9393 3.1031 0.3224
20 C 3.1603 2.9922 0.3144
21 H 3.6726 -0.2464 -3.1144
22 C -3.0067 0.2302 0.5564
23 H 3.2189 1.1972 1.4611
24 C -0.7403 -0.2091 -3.6112
25 H -1.6683 -1.2230 -1.9697
26 C 3.9954 1.4413 -1.8513
27 H -1.1215 -0.9036 -4.3492
28 H 0.5829 2.2912 -0.9806
29 H 0.7510 0.8451 2.7865
30 C -2.1652 -3.7927 -0.1562
31 H -5.6986 0.8812 -1.3968
32 H 1.1206 2.6071 -3.3610
33 C -3.7480 0.6633 -0.5413
34 C 3.8403 -1.1967 0.6375
35 C 2.3303 -1.4282 0.7596
36 O 1.6302 -1.5118 -0.2618
37 C -3.6720 -0.2895 1.6663
38 S -1.0797 -2.1459 3.5444
39 C -0.6277 1.8345 1.4599
40 H 0.3002 0.9968 -5.0473
41 F -2.5668 -7.3127 -0.7881
42 C 0.6360 2.9441 3.1972
43 H -5.5570 -0.8113 2.5356
44 C -0.8846 -6.1514 0.3727
45 C -5.1312 0.5514 -0.5357
46 C -0.8714 4.2061 1.8149
47 C -0.9871 -3.7385 0.5676
48 C -1.0501 -0.3854 -2.2737
49 F -3.8616 -4.9684 -1.2925
50 H 0.3105 5.0537 3.3938
51 F -0.2546 -7.2907 0.6372
52 H -1.3339 5.1474 1.5483
53 C 0.2696 -1.5414 4.3106
54 C 0.2959 1.7899 2.5052
55 H 3.9184 3.2608 -2.9687
56 F -2.8099 -2.6483 -0.4375
57 C 0.0489 0.8642 -4.0026
58 H -3.1060 -0.6052 2.5351
59 C 0.0518 4.1529 2.8525
60 C -5.0543 -0.3987 1.6702
61 O 1.8356 -1.5320 1.9247
62 H 4.2163 -0.7581 1.5634
63 H 2.8304 3.5995 1.1438
64 C -1.2125 3.0535 1.1260
65 H 4.4188 1.1439 -3.9291
66 F 0.7754 -4.9762 1.5175
67 C 3.7732 2.7971 -2.0013
68 H 1.3568 2.8925 4.0040
69 C 0.2086 1.5864 -1.7137
70 C 0.5177 1.7623 -3.0551

Computed properties:
ΔE to the lowest compared entry with this formula, charge and spin   176.5 kJ/mol
E_tot   -3341.39136 Ha
Spin multiplicity   2
LUMO (spin up / spin down)   -2.5 / -2.7 eV
E_HOMO (spin up / spin down)   -8.59 / -8.59 eV
Total charge   0
Gap between HOMO and LUMO (spin up / spin down)   6.085 / 5.940 eV

Atom charges from the natural (NBO) analysis, given in e for atoms 1 to 8: number 1, C, carries -0.05; number 2, H, carries 0.21; number 3, O, carries -0.49; number 4, C, carries 0.29; number 5, H, carries 0.22; number 6, Cl, carries 0.00; number 7, C, carries -0.30; number 8, H, carries 0.23

***

A molecular structure, C34H23F10N2O5S2SbSrTe. Source: the Open Molecules 2025 dataset; level of theory: the ωB97M-V functional and the def2-TZVPD basis.

Element x y z (Å)
1 F 2.4265 -1.8205 1.3545
2 C 6.2090 -0.2565 -2.1423
3 C 1.2115 -4.0562 -5.7745
4 C -0.1123 0.9735 -2.7742
5 C 0.6162 -2.8156 -5.6232
6 O 2.2974 -3.8808 -0.3246
7 H 0.3305 1.5523 -1.9714
8 H 0.0477 -2.3750 -6.4299
9 N 1.5395 -2.6171 -3.4375
10 H -5.7790 5.2917 3.6613
11 C -5.2397 4.4349 3.2743
12 F 3.7297 -3.6663 1.9695
13 C -3.8328 2.2408 2.2559
14 C -2.1427 -0.1375 3.2004
15 C -0.8455 -0.4614 3.5759
16 C 6.3985 0.9314 -1.4600
17 C 0.8387 4.0674 0.2298
18 H -2.1282 2.7844 -0.7922
19 H -4.2169 -0.1137 3.7822
20 H -2.7339 0.8806 -4.8878
21 H -5.3501 2.1579 0.7584
22 C 5.3165 1.5591 -0.8703
23 C 1.9494 -4.5817 -4.7283
24 H -1.8351 2.2359 -2.9935
25 H -0.0220 -0.3580 2.8840
26 F 5.5119 2.7323 -0.2244
27 C 0.0942 2.3231 1.7115
28 C -1.2354 2.9282 -0.1929
29 O 0.1677 -2.6702 1.9607
30 C -1.1115 -0.5216 -4.7996
31 C -1.6600 -1.1982 5.7154
32 H 1.9264 3.4017 1.9550
33 S -3.7730 0.2865 -0.5245
34 H -2.4644 2.5988 3.8782
35 C -0.3022 3.8971 -0.5401
36 F 7.6302 1.4826 -1.3824
37 S -0.7119 -2.1698 0.7766
38 C 0.7745 -2.1390 -4.4159
39 C -0.6082 -0.9922 4.8370
40 H 1.5845 4.7993 -0.0543
41 H 2.6848 -4.1679 -2.7393
42 H -6.6144 4.0919 1.6630
43 C 4.0722 0.9603 -0.9818
44 C 3.8185 -0.2164 -1.6351
45 C 2.0991 -3.8140 -3.5813
46 H -3.7854 -1.0638 6.0084
47 O -2.0937 -2.1364 1.1665
48 Te 1.9027 -3.9499 1.4730
49 Sb -2.5767 0.7362 1.3359
50 F 3.0410 1.6478 -0.3866
51 H -3.6979 4.5227 4.7714
52 C -3.2018 -0.3589 4.0725
53 C -5.0009 2.6761 1.6456
54 Sr 1.5737 -1.7372 -0.7892
55 H -1.4934 -1.1471 -5.5939
56 O -0.4191 -3.0415 -0.3732
57 C -1.8029 0.6111 -4.4050
58 C -4.0714 4.0069 3.8944
59 H -0.4615 4.5107 -1.4198
60 C -1.0401 2.1341 0.9292
61 F 1.7754 -3.9778 3.3424
62 F 4.8224 -1.9572 -2.9097
63 C 4.9284 -0.7849 -2.2021
64 C -3.3771 2.9190 3.3847
65 F 7.2738 -0.8484 -2.7303
66 H -1.4706 -1.6121 6.6985
67 C 0.0539 -0.8658 -4.1215
68 H 2.4052 -5.5600 -4.7876
69 C -5.7044 3.7637 2.1529
70 O -0.2339 -0.7788 0.4639
71 C -1.3038 1.3724 -3.3658
72 C 1.0323 3.2819 1.3570
73 N 0.5499 -0.1194 -3.1328
74 H 0.2651 1.7226 2.5940
75 H 1.0910 -4.6092 -6.6984
76 F 2.6420 -5.7115 1.6316
77 C -2.9581 -0.8894 5.3307
78 F 0.3777 -5.0721 1.3898
79 H 0.4022 -1.2662 5.1112

Computed properties:
ΔE to the lowest compared entry with this formula, charge and spin   258.4 kJ/mol
E_tot   -4129.33159 Ha
LUMO   3.9 eV
E_HOMO   -3.62 eV
Total charge   -2
Gap between HOMO and LUMO   7.532 eV

Atom charges from the Mulliken analysis, given in e for atoms 1 to 8: number 1, F, carries -0.75; number 2, C, carries -0.30; number 3, C, carries -0.31; number 4, C, carries -0.08; number 5, C, carries -0.95; number 6, O, carries -0.97; number 7, H, carries 0.51; number 8, H, carries 0.40